Entry 1:
13
Properties=species:S:1:pos:R:3 method="wB97M-V/def2-TZVPD" lumo_ev=0.53 smiles=OC(O)C(O)(O)O total_energy_ha=-455.96318 e_above_lowest_ev=1.105 gap_ha=0.389
O -1.13 1.23 0.62
O 1.74 -0.35 -0.80
O -0.14 -1.55 -0.90
O -0.15 0.51 -1.75
O -0.23 -0.66 1.57
C 0.05 0.44 0.81
C 0.41 -0.29 -0.81
H 2.24 -0.61 -1.62
H 0.89 0.95 1.11
H -1.65 0.87 -0.08
H -0.86 1.01 -1.29
H -0.11 -1.83 0.02
H -0.88 -0.40 2.30

=====

Entry 2:
43
Properties=species:S:1:pos:R:3 method="wB97M-V/def2-TZVPD" lumo_ev=-12.15 total_energy_ha=-2292.75559 total_charge=+2 gap_ha=0.110
Cd -1.52 -1.70 6.43
Cl 3.30 3.71 1.75
S 0.51 1.43 4.79
P -0.10 -0.01 3.71
P 1.33 -0.67 2.08
O -1.66 -0.15 3.38
O -0.22 -1.40 4.70
C 2.09 0.92 1.65
C -0.74 0.85 -2.76
C 0.00 -2.30 -1.47
C 0.15 -1.06 0.75
C -2.03 0.35 -2.11
C -2.84 -0.66 -2.94
C 1.55 3.43 1.54
C 1.24 2.03 1.01
C 0.90 -1.94 -0.27
C 0.36 -1.53 -2.75
C 0.53 -0.01 -2.63
H -0.21 -0.15 0.27
H 0.63 -1.89 4.75
H 1.08 3.62 2.50
H -3.91 -0.59 -2.73
H 0.17 1.85 1.18
H 2.91 0.61 0.99
H -0.93 1.02 -3.83
H -2.56 -1.70 -2.75
H 1.05 0.23 -1.69
H 0.10 -3.37 -1.66
H 1.78 -1.39 -0.63
H 1.22 0.30 -3.41
H 1.27 -2.84 0.22
H -2.71 -0.48 -4.01
H -2.04 0.48 2.74
H 1.28 -1.97 -3.16
H -1.80 -0.09 -1.13
H -2.66 1.22 -1.90
H -1.05 -2.13 -1.22
H -0.51 1.84 -2.35
H -0.42 -1.73 -3.50
H 1.20 4.18 0.84
H 2.60 1.28 2.55
H -0.72 -1.60 1.16
H 1.37 2.02 -0.08

=====

Entry 3:
106
Properties=species:S:1:pos:R:3 method="wB97M-V/def2-TZVPD" lumo_ev="4.11 / 3.96" total_energy_ha=-4263.98646 e_above_lowest_ev=0.077 spin_multiplicity=5 total_charge=-2 gap_ha="0.191 / 0.188"
Sb -0.38 2.83 1.08
Cr -0.07 -1.58 -0.33
F -0.39 1.86 -3.46
F 4.89 0.55 -3.47
F 3.75 1.62 -5.72
F 1.08 2.27 -5.65
F 3.46 0.11 -1.26
O -0.91 -0.97 -3.01
O 0.74 0.72 -1.19
N 3.10 -2.90 -0.38
N 0.71 -0.18 2.67
N -1.04 -4.00 -2.58
N -1.17 -0.91 1.28
N -3.42 -1.61 0.62
N -1.90 -2.09 -1.27
N 1.54 -1.53 0.86
N 0.88 -3.09 -1.38
C 0.27 -3.96 -2.25
C -0.57 4.59 -0.19
C -1.27 3.76 2.86
C -1.98 -3.25 -2.17
C 1.66 1.71 -4.56
C -4.13 -2.75 -1.42
C 2.77 -2.03 0.52
C -4.06 -4.28 -3.29
C 3.77 -1.40 1.42
C 5.15 -1.50 1.46
C 3.72 0.15 3.27
C 0.39 4.54 -1.38
C -6.16 -3.63 -2.28
C 3.01 1.39 -4.60
C 3.50 -6.48 -3.03
C -5.51 -2.83 -1.36
C -3.18 -2.04 -0.56
C -3.97 -0.31 4.88
C 0.91 1.48 -3.43
C 1.16 -6.04 -3.54
C 2.10 4.55 2.01
C 2.28 -6.79 -3.70
C 3.07 -0.59 2.30
C 2.43 -4.61 -2.01
C -3.41 -3.47 -2.38
C -2.52 -1.11 1.50
C 1.44 0.91 -2.23
C -0.62 -0.46 2.42
C -1.62 -0.32 3.42
C -2.65 3.15 3.10
C -1.60 -0.87 -2.03
C 1.68 3.11 1.71
C -2.84 -0.72 2.82
C -2.01 4.68 -0.68
C 5.81 -0.75 2.43
C -4.03 -0.72 3.58
C -5.45 -4.35 -3.24
C -1.37 5.28 2.90
C 2.15 -3.48 -1.20
C 1.64 -0.72 1.95
C 2.82 0.62 -2.33
C 5.11 0.06 3.32
C -2.30 0.39 -1.58
C -1.58 0.08 4.76
C 3.58 0.84 -3.46
C 3.57 -5.40 -2.19
C 2.65 2.45 0.74
C 1.21 -4.92 -2.68
C -2.75 0.09 5.48
H -1.75 5.61 3.87
H -0.33 5.46 0.42
H -3.34 3.44 2.30
H 5.68 -2.12 0.76
H -2.18 5.60 -1.25
H -2.08 5.64 2.15
H -0.43 5.78 2.72
H 6.89 -0.79 2.49
H 1.52 4.98 2.83
H 0.26 5.42 -2.02
H -2.24 3.85 -1.34
H -3.08 3.50 4.04
H 0.20 3.66 -2.00
H -6.05 -2.28 -0.59
H 4.49 -5.15 -1.67
H -3.27 0.39 -2.08
H -7.24 -3.70 -2.26
H -2.75 0.41 6.52
H -4.96 -1.03 3.13
H 2.39 1.42 0.55
H -4.88 -0.29 5.48
H -2.73 4.66 0.14
H 2.26 -7.65 -4.36
H 1.43 4.50 -1.07
H 3.67 2.49 1.13
H 1.69 2.55 2.65
H -1.69 1.22 -1.90
H -0.60 3.44 3.67
H 5.65 0.63 4.06
H 3.16 0.77 3.96
H -2.45 0.44 -0.50
H 1.99 5.20 1.14
H 4.37 -7.10 -3.20
H 2.64 2.95 -0.23
H -2.62 2.07 3.13
H 3.15 4.58 2.31
H -0.64 0.39 5.20
H -3.49 -4.85 -4.02
H -5.98 -4.97 -3.95
H 0.24 -6.29 -4.05

=====

Entry 4:
15
Properties=species:S:1:pos:R:3 method="wB97M-V/def2-TZVPD" lumo_ev=3.70 total_energy_ha=-362.30876 e_above_lowest_ev=5.863 total_charge=-1 gap_ha=0.248
O -1.05 -0.68 2.40
O -0.19 -0.18 -2.63
N 0.34 1.44 1.36
C 1.02 0.09 -0.56
C 0.08 0.74 -1.75
C 0.38 0.27 0.72
C 0.07 -0.53 1.94
H 1.08 -0.97 -0.75
H 0.92 -0.87 2.54
H -0.85 1.04 -1.19
H -2.11 -1.98 -0.90
H -1.62 -2.25 -0.38
H -0.63 1.61 1.65
H 1.99 0.58 -0.42
H 0.58 1.68 -2.03

=====

Entry 5:
71
Properties=species:S:1:pos:R:3 method="wB97M-V/def2-TZVPD" lumo_ev=0.44 total_energy_ha=-6404.11077 e_above_lowest_ev=13.746 gap_ha=0.313
Br -4.94 0.23 -1.66
Br -0.43 0.22 -2.99
O 3.81 -0.16 0.88
O -2.88 -0.86 0.99
O 2.44 -4.40 0.52
O -1.48 3.91 -1.04
N 0.81 -0.66 0.93
C 1.35 1.09 -0.71
C 1.72 0.06 0.19
C -0.07 1.42 -0.83
C -2.10 2.99 -0.27
C -0.49 -0.29 0.80
C -2.32 0.71 -2.67
C 3.59 -4.01 -0.14
C 3.42 -2.49 -0.26
C -3.32 3.58 0.40
C 2.99 -2.11 1.11
C -4.26 -2.67 0.71
C 4.89 1.73 0.09
C -2.10 -1.96 1.42
C -3.19 -0.50 -2.13
C -0.95 0.68 -0.05
C 2.04 -3.29 1.36
C 5.86 0.49 0.12
C 4.83 -0.66 0.06
C -4.30 -1.13 0.76
C -3.23 -2.99 1.66
C 3.84 1.27 1.08
C -2.50 4.86 -1.42
C -3.85 4.50 -0.74
H -1.63 -1.83 2.40
H 4.46 1.90 -0.89
H 3.91 -2.15 1.70
H -2.85 -0.89 -1.17
H 4.24 1.44 2.08
H 2.10 1.59 -1.31
H -2.71 1.04 -3.63
H 5.33 -1.55 0.44
H -3.07 4.01 1.37
H -2.30 2.14 -0.94
H -4.83 -0.89 1.67
H 4.45 -0.79 -0.95
H -3.43 -1.27 -2.86
H 2.13 -3.58 2.41
H 0.99 -3.04 1.20
H -5.21 -3.07 1.04
H -4.80 -0.73 -0.12
H 5.40 2.59 0.53
H 4.30 -1.99 -0.64
H 2.56 -1.11 1.13
H -1.56 -2.43 0.60
H 2.88 1.76 0.96
H -4.08 2.85 0.69
H -2.65 5.01 -2.49
H -0.35 2.25 -1.46
H -3.76 -3.00 2.61
H -4.61 4.00 -1.33
H 3.76 -4.40 -1.14
H -1.56 2.54 0.56
H 2.78 -0.15 0.28
H -2.75 -3.96 1.59
H 2.55 -2.28 -0.88
H -1.16 -0.70 1.55
H -4.07 -3.10 -0.27
H 6.62 0.48 -0.67
H -2.38 1.56 -1.99
H 6.31 0.45 1.11
H 4.38 -4.44 0.47
H -2.02 0.83 -0.10
H -2.22 5.88 -1.14
H -4.37 5.44 -0.55

=====

Entry 6:
10
Properties=species:S:1:pos:R:3 method="wB97M-V/def2-TZVPD" lumo_ev=-0.80 smiles="O=c1ncnc(O)o1" total_energy_ha=-450.69010 e_above_lowest_ev=3.080 gap_ha=0.357
O -1.99 -0.64 -0.83
O -1.07 0.43 0.97
O 0.33 2.36 1.58
N 1.46 0.56 0.44
N 0.11 -0.93 -0.83
C 0.39 1.28 1.01
C -0.90 -0.31 -0.32
C 1.25 -0.60 -0.18
H -1.80 -1.07 -1.67
H 2.22 -1.08 -0.17